No. 1
Density functional theory data (ωB97M-V/def2-TZVPD) for a cluster of 9 separate species, C28H64O13 in total at a distorted geometry.

Each line ends with the Mulliken charge.
Cartesian coordinates (Å):
1 C -2.2775 3.7211 -1.0374  1.639
2 C -1.8327 5.0947 -1.5503  -0.408
3 C -2.8955 5.3368 -2.6064  -0.445
4 O -3.9337 4.4555 -2.4396  -0.417
5 C -3.7520 3.8152 -1.1810  -0.687
6 H -1.9954 3.6575 0.0135  -0.301
7 H -1.8274 2.8897 -1.5800  -1.000
8 H -0.8334 5.0137 -1.9780  -0.009
9 H -1.8531 5.8890 -0.8042  0.292
10 H -2.4366 5.2622 -3.5923  0.330
11 H -3.2155 6.3532 -2.3768  0.301
12 H -4.2550 2.8497 -1.1271  0.394
13 H -4.1362 4.4622 -0.3924  0.321
14 C -3.1362 -0.7919 4.2445  -0.118
15 C -3.6191 -1.8823 5.1539  -0.762
16 C -3.2119 -1.3540 6.4975  -0.492
17 O -2.0121 -0.6772 6.2033  -0.480
18 C -1.7936 -0.5401 4.7908  0.422
19 H -3.8192 0.0547 4.3133  0.311
20 H -3.0720 -1.0810 3.1955  0.010
21 H -3.1389 -2.8326 4.9207  0.275
22 H -4.6575 -2.1618 4.9762  0.425
23 H -3.0985 -2.1098 7.2746  0.333
24 H -3.9898 -0.6601 6.8160  0.275
25 H -1.0001 -1.1581 4.3708  0.107
26 H -1.5118 0.4930 4.5877  -0.228
27 C 1.0717 -4.5428 -0.4944  0.099
28 C -0.0824 -5.4429 -0.0429  -0.605
29 C 0.6104 -6.7632 0.2212  -0.471
30 O 1.8076 -6.6254 -0.4934  -0.480
31 C 1.9200 -5.4669 -1.3271  -0.244
32 H 1.5741 -4.2096 0.4137  0.253
33 H 0.7676 -3.6911 -1.1029  -0.146
34 H -0.8433 -5.6098 -0.8052  0.261
35 H -0.4337 -5.0467 0.9099  0.326
36 H 0.0359 -7.6091 -0.1564  0.260
37 H 0.9422 -6.8976 1.2507  0.289
38 H 1.6217 -5.6360 -2.3618  0.228
39 H 2.9157 -5.0267 -1.2743  0.167
40 C 1.4154 2.2977 -2.2145  0.140
41 C 0.4385 1.2778 -2.7377  0.828
42 C 0.7062 1.2205 -4.2092  -0.432
43 O 0.8648 2.6163 -4.4265  -0.500
44 C 1.5656 3.2672 -3.3798  -0.537
45 H 2.3186 1.7988 -1.8633  -0.071
46 H 1.1188 2.9446 -1.3889  0.028
47 H -0.5908 1.5650 -2.5225  -0.257
48 H 0.5835 0.2881 -2.3045  -0.367
49 H -0.0952 0.9038 -4.8766  0.317
50 H 1.6356 0.7194 -4.4798  0.231
51 H 1.0902 4.2312 -3.1985  0.325
52 H 2.5972 3.3392 -3.7243  0.252
53 C 0.5665 -0.3020 0.9742  0.481
54 C -0.3619 0.9130 1.1792  0.754
55 C -1.6953 0.4581 0.5715  -0.444
56 O -1.6173 -0.9844 0.4500  -0.550
57 C -0.4994 -1.3896 1.2230  0.111
58 H 1.2853 -0.3765 1.7901  0.398
59 H 0.9954 -0.4786 -0.0122  -0.601
60 H 0.0567 1.8514 0.8154  0.220
61 H -0.6505 1.0415 2.2224  -0.614
62 H -1.8078 0.8441 -0.4416  -0.052
63 H -2.5493 0.7301 1.1919  0.465
64 H -0.1905 -2.3105 0.7285  -0.249
65 H -0.7054 -1.6101 2.2704  -0.175
66 O 4.8815 -1.3609 -1.9797  -0.557
67 C 3.4888 -1.5680 -2.0226  0.736
68 C 3.0363 -2.4538 -3.2243  -0.858
69 O 1.6709 -2.7425 -3.2952  -0.284
70 H 5.3405 -2.1841 -2.1620  0.330
71 H 3.1528 -2.0542 -1.1067  0.099
72 H 2.9859 -0.6013 -2.0466  -0.493
73 H 3.5469 -3.4164 -3.1953  0.363
74 H 3.4113 -1.9407 -4.1099  0.463
75 H 1.3714 -2.8046 -4.2052  0.219
76 O -3.0205 -1.7813 -1.6571  -0.627
77 C -2.2309 -2.2724 -2.7576  1.015
78 C -3.0619 -3.0308 -3.7870  -0.738
79 O -2.2878 -3.3100 -4.8797  -0.564
80 H -2.4377 -1.7871 -0.8943  0.506
81 H -1.6212 -1.4303 -3.0852  -0.017
82 H -1.5595 -3.0035 -2.3074  -0.402
83 H -3.9640 -2.4800 -4.0536  0.336
84 H -3.5527 -3.9240 -3.4006  0.316
85 H -1.6614 -4.0287 -4.7666  0.322
86 O 4.1141 2.3851 0.3949  -0.537
87 C 3.8778 1.1288 0.9449  0.469
88 C 5.1344 0.5826 1.5378  -0.352
89 O 5.3379 0.9962 2.8633  -0.569
90 H 4.8299 2.2254 -0.2246  0.377
91 H 3.1054 1.0929 1.7131  0.305
92 H 3.5289 0.5116 0.1170  -0.552
93 H 5.9615 0.7767 0.8549  0.350
94 H 5.0826 -0.5059 1.5136  0.249
95 H 5.0296 1.8966 2.9891  0.317
96 O 0.0736 5.3708 2.3337  -0.526
97 C -0.6419 4.3756 3.0549  0.230
98 C 0.2779 3.6998 4.0959  -0.599
99 O 1.1464 2.8782 3.3532  -0.353
100 H 0.8900 5.0333 1.9580  0.294
101 H -1.5299 4.7591 3.5572  0.421
102 H -0.9706 3.6473 2.3135  -0.211
103 H -0.3879 3.0856 4.7021  0.239
104 H 0.7869 4.3520 4.8056  0.295
105 H 1.7869 3.4951 2.9917  0.264

Its largest force on an atom is 3.40 eV Å⁻¹. As for the gap between HOMO and LUMO: 0.359 Ha. As for the structure (SMILES): C1CCOC1.C1CCOC1.C1CCOC1.C1CCOC1.C1CCOC1.OCCO.OCCO.OCCO.OCCO. As for the multiplicity: 1.

***

No. 2
Density functional theory data (ωB97M-V/def2-TZVPD) for a structure of composition CHN3O2 at a distorted geometry.

Each line ends with the Mulliken charge.
Cartesian coordinates (Å):
1 C 0.6569 0.1384 0.5641  0.427
2 H 0.5244 -1.6268 -0.9692  0.390
3 N -0.6181 0.9865 0.9211  -0.198
4 N -1.4329 0.8119 0.0082  0.065
5 N 0.2127 -0.4085 -0.6433  -0.199
6 O 1.7770 0.1996 0.9657  -0.465
7 O -1.1201 -0.1013 -0.8466  -0.021

Its largest force on an atom is 6.12 eV Å⁻¹. As for the gap between HOMO and LUMO: 0.375 Ha. The value obtained for the energy relative to the best compared isomer or geometry (same formula, charge and spin) is 368.0 kJ/mol. As for the multiplicity: 1.

***

No. 3
Density functional theory data (ωB97M-V/def2-TZVPD) for the molecule C5H7NOS at a distorted geometry.

Each line ends with the Mulliken charge.
Cartesian coordinates (Å):
1 N -0.2328 1.7297 -0.0575  -0.354
2 C 0.5149 0.6893 -0.0563  0.720
3 C 0.1761 -0.6220 -0.0841  0.055
4 C -1.1791 -0.9914 0.1127  -0.544
5 S -2.6504 -0.0762 -0.0417  -0.392
6 C 1.5046 -1.4075 0.1707  -0.392
7 O 2.4604 -0.4030 -0.3344  -0.370
8 C 2.0747 0.8728 0.1434  -0.504
9 H -1.2740 1.6049 0.1675  0.074
10 H 0.1004 2.7230 0.3076  0.285
11 H -1.2188 -2.1214 0.0830  0.269
12 H 1.7094 -1.6511 1.2156  0.252
13 H 1.7111 -2.2275 -0.5566  0.279
14 H 2.5827 1.6410 -0.4238  0.359
15 H 2.1953 1.1189 1.2332  0.262

Its largest force on an atom is 6.09 eV Å⁻¹. As for the gap between HOMO and LUMO: 0.296 Ha. As for the structure (SMILES): NC1=C(C=S)COC1. The value obtained for the energy relative to the best compared isomer or geometry (same formula, charge and spin) is 235.3 kJ/mol. As for the multiplicity: 1.

***

No. 4
Density functional theory data (ωB97M-V/def2-TZVPD) for a structure of composition C31H29Cl2GaN2O2S3Te at a distorted geometry.

Each line ends with the Mulliken charge.
Cartesian coordinates (Å):
1 Ga 3.1110 -1.5845 0.6936  -0.255
2 Cl 2.8958 -6.7314 5.6997  -0.146
3 C 2.5782 -5.5492 4.4593  0.064
4 C 1.3630 -5.5202 3.8268  -0.237
5 C 1.1104 -4.7187 2.6804  -0.002
6 Cl -0.4261 -4.6469 1.9870  -0.130
7 C 2.1405 -3.8216 2.2925  0.641
8 O 1.8445 -2.7704 1.5550  -0.272
9 C 3.4965 -3.9271 2.9129  0.554
10 C 4.5862 -3.2104 2.3494  -0.181
11 O 4.6452 -2.4250 1.2882  -0.262
12 C 3.6120 -4.7383 4.0515  -0.700
13 H 0.4718 -6.0323 4.2242  0.413
14 H 5.6607 -3.4473 2.7083  0.399
15 H 4.3602 -4.6524 4.8535  0.376
16 C 3.8489 1.2774 1.7012  -0.912
17 C 3.5236 2.7432 2.2472  -0.544
18 S 2.5511 3.0439 3.8439  -0.016
19 C 0.8964 2.8248 3.1067  -0.532
20 C 0.5631 3.6178 1.8350  -0.854
21 S 0.1209 2.8530 0.2665  0.048
22 C 1.6605 2.8691 -0.6922  -1.161
23 C 2.3359 1.4586 -0.6852  -0.721
24 S 2.2708 0.6146 0.9869  0.151
25 H 4.2019 0.5467 2.4584  0.533
26 H 4.5212 1.3246 0.9089  0.614
27 H 3.0482 3.3294 1.4383  -0.124
28 H 4.5120 3.2405 2.4498  0.415
29 H 0.2382 3.1429 3.8851  0.458
30 H 0.7636 1.7205 3.0814  0.315
31 H 1.4151 4.2834 1.6073  0.555
32 H -0.2850 4.2114 2.0693  0.377
33 H 2.2954 3.7255 -0.4021  0.463
34 H 1.4443 3.0210 -1.7335  0.553
35 H 3.2906 1.6354 -1.0778  0.566
36 H 1.7611 0.8852 -1.4303  0.459
37 N -1.5188 -3.2198 -3.0051  -0.352
38 C -0.3764 -3.0204 -2.9980  -0.046
39 C 0.9929 -2.7229 -2.7723  0.014
40 C 1.7706 -2.3571 -3.7842  -0.173
41 C 3.0823 -1.9134 -3.5139  -0.887
42 C 3.5479 -1.9617 -2.2108  -0.145
43 N 2.7167 -2.2280 -1.1243  0.560
44 C 1.5112 -2.7288 -1.4425  0.102
45 H 1.5388 -2.5400 -4.8062  0.516
46 H 3.6895 -1.5520 -4.3751  0.447
47 H 4.5971 -1.7027 -1.9298  0.500
48 H 0.8951 -3.2137 -0.7188  0.521
49 Te -6.7217 1.6682 -0.0567  0.390
50 C -5.4560 3.3006 -0.6837  -0.199
51 C -4.4782 3.9056 0.0696  -0.281
52 C -3.5651 4.7267 -0.5120  -0.179
53 C -3.7060 5.0737 -1.8360  -0.494
54 C -4.8656 4.6805 -2.5692  -0.663
55 C -5.6128 3.6546 -2.0569  -0.241
56 C -5.6542 0.3280 -1.3058  -0.544
57 C -6.0532 -0.0601 -2.5764  0.093
58 C -5.3003 -1.0095 -3.3681  -0.797
59 C -4.2692 -1.6866 -2.7436  -0.151
60 C -3.8576 -1.3571 -1.4572  -0.609
61 C -4.3960 -0.2759 -0.8460  -0.057
62 H -4.3686 3.6080 1.0765  0.413
63 H -2.7595 5.0942 0.1410  0.417
64 H -3.0088 5.7933 -2.3042  0.349
65 H -5.1720 5.0998 -3.5072  0.416
66 H -6.2703 3.0684 -2.6758  0.307
67 H -7.0105 0.4159 -2.9916  0.319
68 H -5.6776 -1.1868 -4.3523  0.415
69 H -3.7734 -2.4931 -3.2497  0.464
70 H -3.0852 -1.9698 -0.9444  0.373
71 H -3.8128 0.1887 -0.0162  0.295

Its largest force on an atom is 3.38 eV Å⁻¹. As for the gap between HOMO and LUMO: 0.125 Ha. Its net charge is +2. The value obtained for the energy relative to the best compared isomer or geometry (same formula, charge and spin) is 118.8 kJ/mol. As for the multiplicity: 1.